Below is a molecular structure, C15H20N6RuSbSe4, with properties calculated with the ωB97M-V functional and the def2-TZVPD basis.

Each line ends with the Mulliken spin population.
Atoms and positions in Å:
Ru 0.874 0.159 -0.010  1.927
Se -0.925 3.807 1.838  -0.021
Sb 1.049 2.595 1.435  -0.028
Se 0.687 0.032 2.342  0.991
Se 0.971 2.102 -1.325  1.077
Se 3.323 3.019 1.869  0.036
C 1.847 -2.451 -0.614  0.065
N 3.211 -2.126 -0.935  -0.001
C 3.791 -2.800 -2.094  0.001
C 3.736 -0.963 -0.453  -0.006
N 2.943 -0.030 0.014  0.033
N 5.079 -0.796 -0.519  0.002
C 5.652 0.525 -0.315  0.001
C 5.991 -1.893 -0.203  0.000
H 1.614 -3.441 -1.000  0.005
H 1.109 -1.761 -1.096  -0.052
H 1.694 -2.459 0.465  -0.003
H 3.064 -2.823 -2.908  -0.001
H 4.080 -3.825 -1.855  0.000
H 4.665 -2.256 -2.438  0.001
H 3.440 0.718 0.494  -0.025
H 5.724 0.787 0.745  -0.001
H 5.069 1.283 -0.835  0.004
H 6.657 0.520 -0.734  0.000
H 5.454 -2.830 -0.095  0.000
H 6.496 -1.680 0.742  0.000
H 6.748 -2.002 -0.980  0.000
N -9.135 2.952 2.309  0.000
C -8.159 2.513 1.893  0.000
C -6.940 1.959 1.385  0.000
C -5.800 2.757 1.292  -0.001
C -4.625 2.224 0.798  0.001
C -4.587 0.890 0.417  -0.006
C -5.714 0.086 0.507  0.000
C -6.895 0.624 0.985  0.000
N -3.369 0.348 -0.073  0.000
C -3.198 -0.513 -1.129  -0.004
C -1.859 -0.713 -1.241  0.000
N -1.216 0.009 -0.255  0.002
C -2.157 0.628 0.432  0.006
H -5.845 3.794 1.593  0.000
H -3.747 2.850 0.693  0.001
H -5.666 -0.957 0.222  0.000
H -7.784 0.013 1.061  0.000
H -4.022 -0.866 -1.724  0.001
H -1.325 -1.295 -1.971  0.005
H -2.001 1.288 1.270  -0.010

## Properties
Multiplicity: 5
Maximum force, eV/Å: 0.59
Highest occupied orbital energy (spin up / spin down), eV: -11.313 / -11.276
Net charge: +1
HOMO-LUMO gap (spin up / spin down), hartree: 0.2529 / 0.2042
Relative energy (zero: lowest compared OMol25 entry of this formula, charge and spin), eV: 0.000
Lowest unoccupied orbital energy (spin up / spin down), hartree: -0.163 / -0.210


Below is a molecular structure, C15H20N9O4Pt in a non-equilibrium geometry, with properties calculated with the ωB97M-V functional and the def2-TZVPD basis.

Each line ends with the Mulliken spin population.
Atoms and positions in Å:
Pt 0.261 1.291 -0.752  1.654
C -0.984 -3.331 0.066  0.002
N 0.379 -2.888 0.335  0.011
C 1.330 -3.868 0.847  0.002
C 0.792 -1.513 0.103  0.001
N 0.055 -0.677 -0.313  0.153
N 2.145 -1.127 0.383  0.009
C 2.790 0.136 0.244  0.010
N 4.163 0.239 0.601  0.009
N 2.179 1.060 -0.159  0.128
H -1.135 -4.406 0.295  0.000
H -1.224 -3.188 -1.009  0.000
H -1.699 -2.758 0.695  -0.002
H 0.877 -4.873 0.974  0.001
H 1.703 -3.549 1.843  0.000
H 2.178 -3.979 0.138  0.000
H -1.044 -0.940 -0.553  -0.013
H 2.771 -1.856 0.741  0.001
H 4.674 -0.585 0.952  0.003
H 4.674 1.130 0.519  -0.003
H 2.718 2.078 -0.265  -0.044
O -0.565 1.675 6.248  0.175
C -1.098 2.410 5.351  -0.072
O -1.898 3.371 5.581  0.857
C -0.742 2.102 3.912  0.065
C 0.134 1.053 3.615  -0.002
C 0.448 0.788 2.293  0.040
N -0.037 1.477 1.242  0.079
C -0.894 2.503 1.521  0.014
C -1.262 2.837 2.832  0.006
C -1.414 3.250 0.316  0.038
O -2.221 4.226 0.467  0.102
O -0.975 2.811 -0.795  0.115
H 0.562 0.457 4.414  0.007
H 1.124 -0.019 2.035  -0.009
H -1.948 3.662 3.008  -0.001
N -0.648 -1.490 -5.303  0.001
C -1.149 -0.591 -4.364  0.025
C -0.403 -0.176 -3.262  -0.028
N -0.864 0.705 -2.339  0.068
C -2.107 1.175 -2.576  0.024
C -2.848 0.777 -3.676  0.001
N -2.386 -0.112 -4.588  -0.001
H -0.334 -2.351 -4.869  0.000
H -1.392 -1.658 -5.977  0.000
H 0.603 -0.544 -3.096  0.022
H -2.494 1.886 -1.856  0.004
H -3.844 1.166 -3.856  0.000
H 1.050 2.214 -1.966  0.548

## Properties
Multiplicity: 5
Maximum force, eV/Å: 10.05
Highest occupied orbital energy (spin up / spin down), eV: -8.917 / -11.797
Net charge: +1
HOMO-LUMO gap (spin up / spin down), hartree: 0.1925 / 0.2064
Relative energy (zero: lowest compared OMol25 entry of this formula, charge and spin), eV: 3.182
Lowest unoccupied orbital energy (spin up / spin down), hartree: -0.135 / -0.227


Below is a molecular structure, C15H21AsDyN6O3S4 in a non-equilibrium geometry, with properties calculated with the ωB97M-V functional and the def2-TZVPD basis.

Each line ends with the Mulliken spin population.
Atoms and positions in Å:
Dy -0.050 0.242 0.337  4.942
S 2.276 -0.269 -1.098  0.001
As 1.788 1.882 -1.094  0.013
S 1.657 2.276 1.071  -0.005
S -0.365 1.904 -1.707  0.008
S 3.011 3.137 -2.218  0.002
C -3.430 1.449 3.020  0.000
C -2.809 1.492 1.632  0.006
C -3.531 2.445 0.704  0.000
O -1.411 1.846 1.722  0.011
C -2.812 0.060 1.085  0.004
O -3.757 -0.360 0.454  0.003
O -1.717 -0.625 1.380  0.002
H -3.396 2.445 3.471  0.000
H -2.890 0.754 3.665  -0.001
H -4.475 1.137 2.953  0.000
H -3.643 3.422 1.186  0.000
H -4.519 2.048 0.476  0.000
H -2.973 2.576 -0.223  0.000
H -1.253 2.797 1.712  0.000
N -0.772 -1.476 -1.476  0.000
H -1.184 -2.370 -1.242  -0.001
H 0.102 -1.585 -1.981  0.002
H -1.411 -0.960 -2.071  0.002
C 0.711 0.329 3.992  0.000
C 1.289 -0.874 3.328  0.001
N 1.185 -1.152 2.057  0.010
C 1.903 -2.313 1.838  -0.002
C 2.409 -2.769 3.004  -0.001
N 2.041 -1.826 3.958  0.000
C 2.245 -1.942 5.374  0.000
N 1.476 -3.047 5.926  0.000
N 2.077 -3.951 6.727  0.000
N 1.215 -4.826 7.108  0.000
C -0.001 -4.497 6.520  0.000
C -1.241 -5.148 6.592  0.000
C -2.271 -4.608 5.867  0.000
C -2.089 -3.441 5.073  0.000
C -0.883 -2.793 5.001  0.001
C 0.161 -3.360 5.762  0.000
H 1.432 1.148 3.980  0.000
H 0.402 0.134 5.019  0.000
H -0.165 0.663 3.439  0.001
H 2.018 -2.717 0.846  0.000
H 2.997 -3.635 3.260  0.000
H 1.944 -1.008 5.836  0.000
H 3.283 -2.136 5.626  0.000
H -1.370 -6.039 7.192  0.000
H -3.244 -5.082 5.882  0.000
H -2.920 -3.058 4.494  0.000
H -0.753 -1.925 4.371  -0.001

## Properties
Multiplicity: 6
Maximum force, eV/Å: 1.72
Highest occupied orbital energy (spin up / spin down), eV: -4.454 / -4.460
Net charge: -1
HOMO-LUMO gap (spin up / spin down), hartree: 0.2368 / 0.2370
Relative energy (zero: lowest compared OMol25 entry of this formula, charge and spin), eV: 0.134
Lowest unoccupied orbital energy (spin up / spin down), hartree: 0.073 / 0.073


Below is a molecular structure, C15H21AuN5S7Si, with properties calculated with the ωB97M-V functional and the def2-TZVPD basis.

Each line ends with the Löwdin charge.
Atoms and positions in Å:
Au -0.943 -1.806 0.183  0.601
C 1.279 0.747 4.920  0.019
C 0.904 -0.598 4.432  -0.298
N 1.293 -1.729 4.926  0.158
N 0.695 -2.667 4.142  0.056
C -0.063 -2.152 3.185  -0.679
S -1.064 -3.059 2.122  0.627
N 0.062 -0.813 3.354  -0.078
N -0.569 0.138 2.568  0.102
H 1.940 0.637 5.775  0.097
H 0.395 1.310 5.222  0.093
H 1.796 1.310 4.142  0.093
H 0.851 -3.648 4.317  0.173
H -1.206 0.691 3.135  0.057
H 0.128 0.711 2.105  0.092
C 3.995 -0.166 -4.008  -0.166
Si 3.298 0.659 -2.488  0.517
C 4.204 0.097 -0.959  -0.206
C 3.357 2.518 -2.638  -0.168
C 1.445 0.196 -2.443  -0.213
C 0.653 0.580 -3.530  -0.046
C -0.702 0.283 -3.619  -0.025
C -1.291 -0.419 -2.590  -0.114
N -0.547 -0.786 -1.547  -0.163
C 0.767 -0.504 -1.455  -0.683
S 1.350 -1.196 0.067  0.627
H 5.050 0.092 -4.127  0.041
H 3.477 0.145 -4.917  0.034
H 3.924 -1.253 -3.936  0.041
H 5.251 0.395 -1.057  0.043
H 4.181 -0.987 -0.835  0.022
H 3.814 0.557 -0.050  0.020
H 4.393 2.857 -2.713  0.041
H 2.911 3.002 -1.767  0.038
H 2.833 2.875 -3.526  0.033
H 1.111 1.131 -4.344  0.114
H -1.292 0.589 -4.470  0.118
H -2.336 -0.692 -2.563  0.074
C -5.836 -0.032 -1.649  -0.360
S -4.379 0.958 -1.224  0.822
C -4.148 0.476 0.450  -0.999
C -3.757 -0.731 0.906  -1.091
S -3.274 -2.097 -0.083  0.536
S -3.689 -0.890 2.644  0.866
C -3.929 0.778 3.039  -1.495
S -3.559 1.403 4.505  0.573
S -4.396 1.714 1.654  0.942
H -6.143 0.298 -2.640  0.041
H -6.639 0.167 -0.944  0.050
H -5.595 -1.091 -1.672  0.022

## Properties
Maximum force, eV/Å: 0.61
Highest occupied orbital energy (spin up / spin down), eV: -10.661 / -10.661
Net charge: +1
HOMO-LUMO gap (spin up / spin down), hartree: 0.2270 / 0.2270
Relative energy (zero: lowest compared OMol25 entry of this formula, charge and spin), eV: 0.000
Lowest unoccupied orbital energy (spin up / spin down), hartree: -0.165 / -0.165


Below is a molecular structure, C15H21Br3N4O6 in a non-equilibrium geometry, with properties calculated with the ωB97M-V functional and the def2-TZVPD basis.

Each line ends with the Löwdin charge.
Atoms and positions in Å:
C -3.851 5.548 -1.010  -1.522
Br -2.983 6.750 0.318  0.526
Br -5.038 4.372 -0.047  0.547
Br -2.536 4.310 -1.678  0.646
H -4.350 6.101 -1.798  -0.007
C 5.686 1.332 2.483  -0.019
C 5.244 1.556 1.209  -0.040
C 3.903 1.475 0.902  -0.312
C 3.008 1.139 1.908  -0.004
C 3.415 0.832 3.199  -0.003
C 4.784 0.852 3.429  -0.343
O 5.276 0.558 4.648  0.051
O 3.478 1.791 -0.381  0.015
H 6.754 1.403 2.630  0.117
H 5.984 1.857 0.479  0.116
H 1.975 1.034 1.605  0.092
H 2.711 0.698 4.009  0.118
H 4.505 0.456 5.216  0.100
H 3.958 1.420 -1.123  0.099
C 0.433 -2.951 -0.672  -0.013
C 0.187 -4.055 -1.478  -0.027
C 0.634 -5.305 -1.102  -0.342
C 1.162 -5.458 0.190  -0.036
C 1.325 -4.379 0.986  -0.035
C 0.984 -3.092 0.604  -0.326
O 1.163 -2.027 1.424  0.033
O 0.540 -6.367 -1.936  0.037
H 0.044 -2.005 -1.025  0.109
H -0.326 -3.895 -2.416  0.112
H 1.421 -6.484 0.416  0.114
H 1.774 -4.582 1.951  0.119
H 0.409 -1.436 1.267  0.055
H 0.571 -7.280 -1.653  0.103
C -4.799 0.960 -2.493  -0.688
O -3.698 1.478 -2.428  -0.033
N -5.910 1.629 -2.902  0.152
N -5.145 -0.317 -2.287  0.155
H -6.791 1.157 -2.862  0.092
H -5.884 2.577 -3.240  0.107
H -4.412 -0.961 -2.552  0.121
H -6.073 -0.591 -2.540  0.095
C -0.893 0.937 0.099  -0.666
O -0.134 0.316 0.858  -0.016
N -2.232 0.828 0.109  0.185
N -0.388 1.895 -0.678  0.175
H -2.721 1.238 -0.675  0.040
H -2.728 0.203 0.718  0.113
H -1.046 2.517 -1.121  -0.022
H 0.611 1.964 -0.556  0.110

## Properties
Maximum force, eV/Å: 2.74
Highest occupied orbital energy, eV: -7.449
Net charge: 0
HOMO-LUMO gap, hartree: 0.2643
Relative energy (zero: lowest compared OMol25 entry of this formula, charge and spin), eV: 0.000
Lowest unoccupied orbital energy, hartree: -0.009


Below is a molecular structure, C15H21Cl3N6O3PdSSi, with properties calculated with the ωB97M-V functional and the def2-TZVPD basis.

Each line ends with the Mulliken spin population.
Atoms and positions in Å:
Pd 0.236 0.144 -2.445  1.367
N -5.353 -2.776 3.160  0.002
C -4.309 -2.173 2.485  0.005
C -3.044 -2.073 3.074  -0.003
C -2.014 -1.429 2.417  0.003
C -2.238 -0.867 1.170  0.001
C -3.485 -0.963 0.569  0.004
C -4.515 -1.607 1.221  -0.003
S -0.930 -0.082 0.312  -0.012
O -1.486 1.031 -0.433  0.025
O 0.129 0.182 1.251  0.003
N -0.460 -1.070 -0.884  0.173
C 0.556 -1.963 -0.743  0.010
N 1.341 -1.991 -1.847  0.060
C 2.347 -2.850 -1.856  0.002
C 2.597 -3.683 -0.777  0.009
C 1.748 -3.555 0.312  -0.003
N 0.730 -2.706 0.349  0.009
H -5.100 -3.419 3.891  0.000
H -6.124 -3.094 2.597  0.000
H -2.872 -2.503 4.053  0.000
H -1.032 -1.359 2.862  0.000
H -3.645 -0.523 -0.407  0.000
H -5.492 -1.671 0.758  0.000
H 2.968 -2.862 -2.744  0.000
H 3.412 -4.391 -0.781  0.001
H 1.893 -4.163 1.199  0.000
Cl 0.551 -0.246 -6.052  0.041
Si -0.818 -0.171 -4.493  0.204
Cl -2.046 1.455 -4.901  0.043
Cl -1.990 -1.850 -4.675  0.017
C 0.591 3.307 -2.083  0.058
N 1.309 3.290 -0.811  -0.004
C 1.112 4.436 0.061  0.000
C 1.956 2.124 -0.516  0.007
O 1.916 1.197 -1.357  0.005
N 2.629 1.893 0.641  0.002
C 3.097 0.536 0.893  0.000
C 2.900 2.750 1.779  -0.001
H 0.218 4.312 -2.261  0.001
H -0.272 2.632 -2.062  -0.015
H 1.248 3.033 -2.908  -0.012
H 0.457 5.136 -0.448  -0.001
H 2.043 4.965 0.265  0.000
H 0.627 4.161 0.999  0.001
H 2.802 -0.120 0.083  -0.001
H 2.654 0.171 1.822  0.000
H 4.186 0.533 0.989  0.000
H 2.694 3.791 1.599  0.000
H 3.959 2.663 2.033  0.000
H 2.318 2.419 2.644  0.000

## Properties
Multiplicity: 3
Maximum force, eV/Å: 0.70
Highest occupied orbital energy (spin up / spin down), eV: -7.827 / -8.289
Net charge: 0
HOMO-LUMO gap (spin up / spin down), hartree: 0.3108 / 0.2542
Relative energy (zero: lowest compared OMol25 entry of this formula, charge and spin), eV: 0.000
Lowest unoccupied orbital energy (spin up / spin down), hartree: 0.023 / -0.050